The following is a quantum chemistry calculation of a structure of composition C18H38N4O10Tl2V, from OMol25.

```
73
Properties=species:S:1:pos:R:3
Tl 5.41855 6.06613 -2.18107
Tl -1.35637 5.26241 4.34610
O 5.94403 4.02025 8.80247
V 5.72737 2.77149 7.71295
O 6.78465 1.57151 8.14585
N -1.02615 4.60155 -1.73510
O -1.39182 5.11872 -2.69930
O -1.69402 4.39620 -0.81595
O 0.21398 4.43289 -1.65268
N 3.83819 2.34286 2.41652
O 4.69017 2.60763 1.51323
O 4.29414 1.83711 3.35238
O 2.69522 2.77743 2.41426
C 2.71654 0.00231 -7.81288
C 2.55316 0.52779 -6.31815
C 1.67120 -0.28836 -5.30321
C 2.12982 -1.61091 -4.75106
C 3.46718 -1.27338 -4.01938
C 4.51226 -0.48504 -4.92751
N 3.81082 0.74468 -5.52829
O 4.70536 1.54925 -6.18219
C 5.59061 0.09342 -3.99651
C 5.21210 -1.41637 -5.92887
C 1.82579 1.86666 -6.55541
H 3.26117 -0.93205 -7.94870
H 3.52937 0.58429 -8.24728
H 1.93985 0.24602 -8.53777
H 1.37741 0.28356 -4.42304
H 0.70092 -0.49627 -5.75427
H 2.22790 -2.42252 -5.47201
H 1.51461 -1.98486 -3.93266
H 3.73904 -2.32099 -3.89023
H 3.27462 -0.70783 -3.10768
H 5.76635 -0.42312 -3.05290
H 6.59439 0.09925 -4.42137
H 5.51649 1.16561 -3.81475
H 6.03408 -0.91924 -6.44395
H 5.93632 -2.02190 -5.38394
H 4.61236 -2.11575 -6.51135
H 0.78847 1.58560 -6.73730
H 2.17040 2.38817 -7.44836
H 1.77894 2.55865 -5.71455
H 5.22596 0.89020 -6.64720
C -6.87226 -1.26264 4.84125
C -5.45666 -0.93283 5.53497
C -5.00378 -2.20163 6.31014
C -4.29878 -3.16947 5.44285
C -3.17489 -2.51521 4.63469
C -3.68966 -1.42854 3.77083
N -4.38488 -0.44627 4.65068
O -4.76201 0.61333 3.85762
C -2.38153 -0.76378 3.16339
C -4.41443 -2.12449 2.54935
C -5.66893 0.08452 6.61008
H -6.98041 -2.26762 4.43332
H -7.76705 -0.87314 5.32678
H -7.00004 -0.63116 3.96203
H -4.47147 -1.96225 7.23072
H -5.82493 -2.80920 6.69049
H -3.92511 -3.89078 6.16961
H -4.98240 -3.71695 4.79397
H -2.71645 -3.34112 4.09080
H -2.33917 -2.27222 5.29090
H -1.55931 -1.36171 2.77028
H -1.94798 -0.20320 3.99157
H -2.68276 0.06513 2.52287
H -5.49131 -2.21073 2.69418
H -4.02017 -3.08968 2.23139
H -4.23917 -1.56886 1.62812
H -4.74116 0.49755 7.00599
H -6.24099 0.95287 6.28322
H -6.05836 -0.29348 7.55536
H -5.22541 0.15051 3.15572
```

Properties
Relative energy (zero: lowest compared OMol25 entry of this formula, charge and spin) (kJ/mol): 593.0
Kohn-Sham gap (eV): 1.5
HOMO (eV): -18.20
Net charge: +5


The following is a quantum chemistry calculation of a cluster of 12 separate species, C40H80O16S4 in total, from OMol25.

```
140
Properties=species:S:1:pos:R:3
C -0.54874 -14.47530 21.24505
C 0.25210 -15.62980 20.60560
O 1.38306 -15.89313 20.85246
C -0.50255 -16.48249 19.61400
H 0.00366 -14.09589 22.10470
H -1.59046 -14.75208 21.40728
H -0.59715 -13.64450 20.54112
H -0.84303 -15.76247 18.86986
H -1.29774 -17.07776 20.06279
H 0.12941 -17.04855 18.92969
C -3.74345 -11.94268 21.11169
C -4.01288 -10.81324 20.06362
O -3.55807 -10.96137 18.94674
C -4.80089 -9.62731 20.50182
H -2.70370 -11.87124 21.43092
H -3.89331 -12.96011 20.75048
H -4.34672 -11.77914 22.00468
H -4.17291 -8.76708 20.27003
H -5.00361 -9.72695 21.56817
H -5.71143 -9.57861 19.90462
C 1.52147 -16.84542 16.08451
C 2.08368 -15.44298 15.95230
O 2.82911 -15.09182 15.01934
C 1.50568 -14.43619 16.87839
H 1.74869 -17.23475 17.07692
H 1.79650 -17.57165 15.31963
H 0.43310 -16.82311 16.02921
H 1.69574 -13.42309 16.52398
H 1.84909 -14.53918 17.90775
H 0.41948 -14.50227 16.94087
C -7.85790 -13.91321 17.23618
C -7.46340 -13.54897 15.79193
O -6.30853 -13.73489 15.35782
C -8.55246 -12.89835 14.96347
H -7.47763 -13.22718 17.99305
H -7.57772 -14.94606 17.44313
H -8.94150 -13.82177 17.31067
H -9.55442 -13.29310 15.13187
H -8.41294 -13.08872 13.89933
H -8.61167 -11.81904 15.10376
C -2.85543 -12.90471 16.72797
C -2.35491 -14.05217 15.79351
O -2.03602 -15.12809 16.29002
C -2.61025 -13.95493 14.28864
H -3.88247 -12.56680 16.58973
H -2.20850 -12.04049 16.57730
H -2.60123 -13.26138 17.72610
H -2.19560 -14.79592 13.73287
H -2.30148 -12.99813 13.86756
H -3.68582 -14.10438 14.19423
C -3.14212 -9.80638 15.16795
C -4.47269 -9.64384 14.48776
O -4.79325 -8.49617 14.10895
C -5.25870 -10.93379 14.12143
H -2.60999 -8.87087 15.34048
H -2.44563 -10.48521 14.67581
H -3.27413 -10.20195 16.17502
H -5.78583 -11.31005 14.99817
H -4.50282 -11.69672 13.93518
H -5.91184 -10.90609 13.24922
C -3.29409 -17.71422 13.79023
C -2.12405 -18.32963 13.01204
O -1.04848 -18.58371 13.55703
C -2.49948 -18.66228 11.56985
H -2.93234 -17.15885 14.65557
H -3.86377 -18.56974 14.15303
H -3.95447 -17.01196 13.28148
H -2.31055 -19.72590 11.42455
H -1.82797 -18.11190 10.91087
H -3.51258 -18.39246 11.27163
C 0.25576 -9.61031 13.42068
C 0.70952 -10.52379 14.58659
O -0.17798 -10.79730 15.38259
C 2.10197 -11.01391 14.59459
H 1.08676 -9.16277 12.87547
H -0.29028 -8.71540 13.71913
H -0.37003 -10.13997 12.70238
H 2.74954 -10.37195 13.99741
H 2.24400 -11.96196 14.07580
H 2.36935 -10.88501 15.64340
C 1.29878 -14.88840 12.13170
C 1.20975 -16.18612 11.29871
C 0.84822 -15.82938 9.88606
S -0.51534 -14.61665 10.06892
O -1.77723 -15.31609 10.41336
O -0.52885 -13.55961 9.06998
C 0.23295 -13.93586 11.62395
H 2.24290 -14.35546 12.01897
H 1.09641 -15.11331 13.17887
H 0.56677 -16.87437 11.84732
H 2.14096 -16.75247 11.31270
H 0.45076 -16.53132 9.15298
H 1.60927 -15.16824 9.47157
H -0.53579 -13.79443 12.38364
H 0.61000 -12.95549 11.33278
C -6.41604 -17.84026 11.26629
C -6.27809 -16.29945 11.28885
C -6.59611 -15.72171 12.73025
S -7.81327 -16.95167 13.49322
O -9.11827 -16.34688 13.74548
O -7.16231 -17.65058 14.62543
C -7.79708 -18.09224 12.02942
H -5.60611 -18.25643 11.86539
H -6.37938 -18.24492 10.25485
H -6.99046 -15.89077 10.57218
H -5.28215 -16.01467 10.94957
H -7.14339 -14.78618 12.61456
H -5.66372 -15.72425 13.29482
H -8.61113 -17.86880 11.33986
H -7.88949 -19.12887 12.35337
C -3.45400 -17.50068 18.79696
C -4.63807 -17.90833 17.92963
C -5.69594 -16.84913 18.02015
S -5.68061 -16.35516 19.80041
O -6.72700 -17.08785 20.52743
O -5.63962 -14.90316 19.97564
C -4.00862 -17.01347 20.12220
H -2.82682 -16.78414 18.26657
H -2.77186 -18.34223 18.91774
H -5.02827 -18.87074 18.26067
H -4.28359 -18.10999 16.91880
H -6.74981 -16.98794 17.77895
H -5.40071 -15.92063 17.53143
H -4.23708 -17.76534 20.87759
H -3.44729 -16.27050 20.68878
C -5.27043 -13.37824 9.39074
C -4.09387 -13.30191 8.39072
C -3.31255 -12.01229 8.70908
S -3.50660 -11.58312 10.49354
O -4.36175 -10.42783 10.76700
O -2.22400 -11.70955 11.21620
C -4.59100 -13.07831 10.73284
H -5.81222 -14.32386 9.40921
H -6.04257 -12.68329 9.06070
H -4.30137 -13.45869 7.33220
H -3.50308 -14.18838 8.62143
H -3.79945 -11.22814 8.12932
H -2.26230 -12.08013 8.42541
H -5.23213 -12.81841 11.57515
H -3.87013 -13.83769 11.03584
```

Properties
2S+1: 2
Kohn-Sham gap (alpha / beta) (eV): 6.7 / 3.1
HOMO (alpha / beta) (eV): -11.15 / -11.15
Net charge: +1


The following is a quantum chemistry calculation of a cluster of 3 separate species, C5H13N2O in total, from OMol25.

```
21
Properties=species:S:1:pos:R:3
C 0.46021 -2.18934 0.21673
N 0.19417 0.30336 -1.89195
C -1.15450 0.56535 -2.17465
C -1.52958 -0.27117 -0.94224
O -1.65524 0.11478 0.18295
C -0.28577 -2.07813 1.33122
N 1.22535 1.98084 0.52655
C 0.92599 1.55812 1.88347
H 0.99126 -1.28573 -0.12260
H 0.28836 -3.03459 -0.44453
H 0.73123 -0.09850 -2.66535
H -1.52214 1.58370 -1.98923
H -1.53513 0.15368 -3.10153
H -1.57990 -1.35573 -1.11627
H -0.73856 -1.11923 1.58675
H -0.40566 -2.92579 2.00280
H 0.95332 1.44591 -0.29144
H 2.17535 2.30318 0.40053
H 1.53756 0.72769 2.28425
H -0.07456 1.15226 1.85554
H 0.99823 2.46934 2.46900
```

Properties
Relative energy (zero: lowest compared OMol25 entry of this formula, charge and spin) (kJ/mol): 897.7
Kohn-Sham gap (eV): 4.0
HOMO (eV): -12.59
Net charge: +1


The following is a quantum chemistry calculation of a structure of composition C6H15N2O4P, from OMol25.

```
28
Properties=species:S:1:pos:R:3
C 0.81841 -1.40676 0.38757
C -3.29110 -1.59792 0.73731
C 1.35668 0.93502 -2.68731
C 3.34489 0.53012 1.67830
C -2.64306 -0.28926 0.20057
C 0.00084 0.94686 -1.99591
N 1.39479 -0.34753 0.92747
N -1.60884 0.18713 0.99299
O 0.10083 1.78440 1.82925
O -0.11600 -1.32183 -0.36336
O 2.33921 -0.40084 1.88676
O 0.14362 1.37959 -0.67870
P -0.03745 0.82667 0.75087
H 1.30890 -2.38630 0.71875
H -3.15341 -1.66242 1.77180
H -4.37395 -1.67846 0.50982
H -2.79407 -2.51054 0.28067
H 1.68394 1.92994 -2.95502
H 2.14168 0.18441 -2.15563
H 1.16128 0.38599 -3.61209
H 3.02113 1.47224 1.16469
H 4.27537 0.14179 1.10446
H 3.60877 0.75236 2.70354
H -2.36864 -0.28536 -0.85624
H -3.52187 0.46684 0.28713
H -0.37584 -0.07574 -2.07517
H -0.65050 1.68011 -2.52979
H -1.76559 0.35947 1.97726
```

Properties
Relative energy (zero: lowest compared OMol25 entry of this formula, charge and spin) (kJ/mol): 0.0
Kohn-Sham gap (eV): 9.9
HOMO (eV): -9.06
Net charge: 0


The following is a quantum chemistry calculation of a structure of composition C31H55As3ClN2O11SSeTi, from OMol25.

```
106
Properties=species:S:1:pos:R:3
Ti -1.71994 -0.42379 0.08828
Cl -0.71223 -2.24067 7.07413
C -0.70820 -1.64196 5.43069
C 0.41255 -0.98429 4.94671
C 0.41717 -0.52050 3.64499
C -0.69168 -0.71649 2.82314
O -0.66567 -0.25224 1.57682
C -1.82243 -1.35593 3.33050
C -3.06397 -1.44892 2.48350
O -2.84110 -1.61855 1.16229
C -1.82345 -1.82282 4.63615
H 1.27133 -0.83988 5.58838
H 1.27549 -0.00556 3.23339
H -3.72748 -2.22811 2.87821
H -2.70269 -2.31311 5.03623
C 1.17745 3.92209 3.17827
As 0.71036 2.87836 1.57031
C -0.81074 4.04107 1.11693
C 1.94077 3.73689 0.25922
C 3.35597 3.16866 0.05431
C 4.01398 2.93633 1.41886
C 3.40206 1.87012 -0.76383
As 2.38753 0.23784 -0.22936
C 3.07942 -0.76365 -1.78021
C 3.67513 -0.52480 1.05145
C 4.21714 4.23389 -0.66612
As 4.05485 4.79631 -2.55981
C 4.78350 3.22538 -3.50114
C 2.16706 4.53529 -3.03764
H 1.35290 4.97453 2.94279
H 2.05098 3.51316 3.68267
H 0.32401 3.83399 3.85165
H -0.48012 5.05464 0.87936
H -1.46976 4.06651 1.98433
H -1.37210 3.62982 0.27956
H 2.02068 4.78878 0.55812
H 1.39925 3.71960 -0.68916
H 3.46120 2.19286 1.99459
H 4.04037 3.85838 2.00452
H 5.03783 2.57310 1.29621
H 4.45280 1.57509 -0.87825
H 3.03018 2.07028 -1.77169
H 4.16966 -0.71589 -1.82598
H 2.66358 -0.34306 -2.69661
H 2.76455 -1.80438 -1.70878
H 4.68267 -0.55848 0.63134
H 3.33997 -1.53540 1.28843
H 3.69088 0.05376 1.97372
H 5.27240 3.93869 -0.60887
H 4.14447 5.17141 -0.10654
H 5.63679 2.83517 -2.94671
H 5.12717 3.54068 -4.48586
H 4.04992 2.42916 -3.61722
H 1.54202 5.23584 -2.48601
H 1.81596 3.52000 -2.85783
H 2.07428 4.75737 -4.10155
O -2.30428 1.87448 3.30431
Se -3.41942 1.34533 2.28566
O -3.92000 -0.25627 2.74440
O -2.80713 1.17747 0.73625
O -4.79660 2.15572 2.18842
C -5.90943 -1.43371 -1.27287
S -4.82988 -0.26924 -0.44892
C -5.49263 1.23995 -1.13601
O -3.51704 -0.46830 -1.18158
H -5.75462 -1.35573 -2.34819
H -6.94235 -1.22174 -0.99729
H -5.62449 -2.42592 -0.92838
H -6.47651 1.41746 -0.70290
H -5.53048 1.16909 -2.22253
H -4.81269 2.02609 -0.81361
C -2.89450 -4.86094 0.53437
C -1.43479 -5.11037 0.89621
C -0.37211 -4.66623 -0.14902
C 0.97827 -5.26740 0.25052
C 2.12462 -4.88776 -0.67777
C -0.79312 -5.20365 -1.49474
O -0.63801 -6.36120 -1.83818
N -1.40353 -4.29348 -2.30005
C -1.71018 -2.94096 -2.01124
O -2.42552 -2.37569 -2.81631
N -1.14283 -2.37679 -0.90971
C -0.31441 -3.13348 -0.11472
O 0.43097 -2.61054 0.69604
H -3.53174 -5.18886 1.35834
H -3.18935 -5.42580 -0.35276
H -3.09010 -3.80136 0.36882
H -1.27654 -6.17939 1.06029
H -1.18566 -4.59615 1.82838
H 0.85670 -6.35186 0.25881
H 1.19654 -4.93953 1.26711
H 1.94001 -5.23997 -1.69477
H 3.05892 -5.33668 -0.33653
H 2.26613 -3.80722 -0.69766
H -1.78358 -4.62295 -3.17480
C -1.54084 2.20099 -2.74798
C -0.53500 1.11870 -2.38807
C -0.39364 0.08041 -3.48731
O -0.92129 0.50954 -1.19040
H -1.23644 2.72142 -3.65898
H -1.62434 2.92693 -1.93900
H -2.51972 1.74422 -2.90725
H 0.44469 1.58723 -2.20267
H -1.34908 -0.41784 -3.65152
H 0.33394 -0.68034 -3.20116
H -0.06161 0.55576 -4.41394
```

Properties
Relative energy (zero: lowest compared OMol25 entry of this formula, charge and spin) (kJ/mol): 0.0
Kohn-Sham gap (eV): 7.7
HOMO (eV): -5.57
Net charge: -1


The following is a quantum chemistry calculation of the molecule C4H9NO, from OMol25.

```
15
Properties=species:S:1:pos:R:3
C -1.38142 -0.39242 1.34183
C -1.02127 0.16876 -0.02467
N 0.37671 0.30886 -0.33595
C 1.44891 -0.69782 -0.11120
C 0.76211 1.23182 -1.32363
O 0.07248 1.74199 -2.27864
H -1.16774 0.38576 2.03786
H -0.71594 -1.22907 1.72018
H -2.44585 -0.54676 1.51731
H -1.23187 1.20314 -0.18742
H -1.55341 -0.49355 -0.69758
H 1.03072 -1.70807 -0.02088
H 2.02687 -0.69220 0.78677
H 2.00010 -0.80813 -1.06175
H 1.79960 1.52770 -1.36222
```

Properties
SMILES string: CCN(C)C=O
Relative energy (zero: lowest compared OMol25 entry of this formula, charge and spin) (kJ/mol): 206.1
Kohn-Sham gap (eV): 10.1
HOMO (eV): -9.34
Net charge: 0


no.,largest force on an atom (Eh/bohr)
1,0.1541
2,0.0655
3,0.0802
4,0.1021
5,0.0121
6,0.0917